(1)
{
  "formula": "C2H2FO3S",
  "method": "wB97M-V/def2-TZVPD",
  "species": ["C", "C", "O", "O", "O", "F", "S", "H", "H"],
  "positions_angstrom": [[-1.2261, -0.4998, -0.1617], [-0.3708, 0.6327, 0.1007], [1.7591, -0.9765, -1.0224], [-1.7103, -0.9541, -1.1363], [2.2309, 1.0680, 0.2507], [-1.4440, -1.2043, 1.0219], [1.6036, -0.2670, 0.2540], [-0.3025, 0.8011, 1.1875], [-0.5399, 1.3999, -0.4944]],
  "forces_ev_per_angstrom": [[0.409, 0.806, 1.156], [0.309, -4.941, 3.937], [0.115, -0.210, 0.448], [-0.511, -0.312, -1.276], [0.655, -0.387, 0.426], [0.028, -0.403, 0.318], [-0.619, 1.402, -1.485], [-0.419, 0.494, -0.654], [0.034, 3.550, -2.870]],
  "homo_ev": -3.9,
  "e_above_lowest_ev": 0.191,
  "multiplicity": 1,
  "e_lumo_ev": 3.946,
  "charge": -1,
  "largest_force_ev_per_a": 6.325
}

---

(2)
{
  "formula": "C5H8O",
  "method": "wB97M-V/def2-TZVPD",
  "species": ["C", "O", "C", "C", "C", "C", "H", "H", "H", "H", "H", "H", "H", "H"],
  "positions_angstrom": [[2.2126, 0.5263, 0.7792], [1.9499, 1.6496, 0.4346], [-0.0468, -0.8656, 0.0813], [-1.1074, -0.4560, 0.7811], [-1.7355, 0.2574, -0.3970], [-0.4138, -0.0820, -1.1606], [1.9922, 0.1430, 1.7949], [2.6941, -0.2050, 0.0971], [-1.4265, -0.6054, 1.8091], [0.7687, -1.5480, 0.3057], [-2.0023, 1.3153, -0.2998], [-2.5936, -0.2948, -0.7962], [0.2104, 0.8039, -1.3308], [-0.5020, -0.6386, -2.0986]],
  "forces_ev_per_angstrom": [[0.010, 0.324, -0.053], [0.220, -0.426, 0.179], [-0.063, -0.129, 0.091], [0.023, -0.154, 0.010], [-0.164, 0.125, -0.040], [0.046, -0.034, -0.183], [0.041, 0.175, -0.075], [-0.014, 0.183, 0.039], [-0.012, -0.044, -0.189], [-0.090, 0.119, -0.012], [0.116, -0.148, 0.030], [0.068, 0.169, 0.037], [-0.087, -0.211, 0.051], [-0.095, 0.051, 0.114]],
  "homo_ev": -9.5,
  "e_above_lowest_ev": 2.814,
  "multiplicity": 1,
  "smiles": "C1=CCC1.C=O",
  "e_lumo_ev": 0.770,
  "largest_force_ev_per_a": 0.512
}

---

(3)
{
  "formula": "C51H47BiClN10O5Si",
  "method": "wB97M-V/def2-TZVPD",
  "species": ["Bi", "C", "N", "C", "C", "N", "C", "C", "C", "C", "C", "C", "N", "C", "N", "C", "C", "C", "C", "C", "C", "N", "H", "H", "H", "H", "H", "H", "H", "H", "H", "H", "H", "H", "H", "H", "H", "O", "Cl", "O", "O", "O", "C", "C", "C", "C", "C", "C", "C", "C", "C", "C", "N", "C", "C", "C", "C", "C", "N", "H", "H", "H", "H", "H", "H", "H", "H", "H", "H", "H", "H", "H", "H", "H", "H", "H", "O", "Si", "C", "C", "C", "C", "C", "C", "C", "C", "C", "C", "C", "C", "C", "C", "C", "C", "C", "C", "H", "H", "H", "H", "H", "H", "H", "H", "H", "H", "H", "H", "H", "H", "H", "N", "C", "N", "C", "N"],
  "positions_angstrom": [[-0.6297, -0.5457, 0.2436], [-1.3520, 2.3800, 2.9063], [-2.2690, 2.1258, 1.8248], [-2.5212, 3.1589, 0.8568], [-1.6634, 3.2800, -0.3683], [-0.8483, 2.4176, -0.8875], [-0.4560, 2.9444, -2.1001], [0.3848, 2.4478, -3.0877], [0.5935, 3.2196, -4.2115], [-0.0175, 4.4614, -4.3775], [-0.8698, 4.9705, -3.4186], [-1.0800, 4.1990, -2.2890], [-1.8399, 4.3904, -1.1623], [0.1223, 2.3092, 2.6568], [0.7320, 1.5775, 1.7757], [2.0721, 1.6567, 2.0727], [3.1619, 0.9928, 1.5261], [4.4075, 1.2782, 2.0441], [4.5832, 2.1889, 3.0854], [3.5087, 2.8252, 3.6731], [2.2564, 2.5308, 3.1656], [0.9910, 2.9429, 3.5101], [-1.5998, 3.3509, 3.3552], [-1.5508, 1.5904, 3.6425], [-2.0660, 1.2379, 1.3879], [-3.5395, 2.9817, 0.4717], [-2.5378, 4.1263, 1.3750], [0.8474, 1.4870, -2.9804], [1.2470, 2.8486, -4.9858], [0.1753, 5.0345, -5.2722], [-1.3594, 5.9247, -3.5453], [-2.4533, 5.1644, -0.9699], [3.0108, 0.2499, 0.7640], [5.2804, 0.7832, 1.6436], [5.5813, 2.3913, 3.4468], [3.6407, 3.5047, 4.5034], [0.7442, 3.4643, 4.3341], [0.7849, -2.6271, 3.8125], [0.8884, -1.3976, 3.1173], [1.9130, -0.6124, 3.6981], [1.1865, -1.6687, 1.7319], [-0.3528, -0.6966, 3.1895], [-3.0471, -4.7018, 3.9836], [-2.1294, -3.4987, 3.7439], [-2.8801, -2.2135, 3.9488], [-3.1605, -1.8609, 5.2596], [-3.9737, -0.7876, 5.5625], [-4.5400, -0.0798, 4.5212], [-4.2322, -0.3517, 3.1927], [-4.9582, 0.4940, 2.1719], [-5.1635, -0.1594, 0.8133], [-3.3345, -1.3911, 2.8952], [-2.8212, -1.6210, 1.6214], [-2.9966, -2.7457, 1.0297], [-2.2295, -3.1942, -0.0689], [-2.3670, -4.3741, -0.8053], [-1.2950, -4.4124, -1.6954], [-0.5513, -3.2643, -1.4702], [-1.1046, -2.5397, -0.4917], [-2.4848, -5.6272, 3.8886], [-3.8661, -4.7217, 3.2662], [-3.4862, -4.6631, 4.9788], [-1.7040, -3.5536, 2.7436], [-1.2886, -3.5311, 4.4361], [-2.7280, -2.4489, 6.0557], [-4.1903, -0.5279, 6.5920], [-5.2423, 0.7171, 4.7376], [-4.4053, 1.4289, 2.0575], [-5.9382, 0.7421, 2.5924], [-4.2080, -0.3127, 0.3228], [-5.7826, 0.4726, 0.1789], [-5.6632, -1.1205, 0.9253], [-3.7671, -3.4436, 1.3705], [-3.1547, -5.0997, -0.7026], [-1.0716, -5.1844, -2.4090], [0.3296, -2.9109, -1.9630], [0.8467, -0.5401, -1.2086], [2.2458, -0.5882, -1.9574], [3.4331, -1.9841, -1.4296], [4.5376, -1.7228, -0.6236], [5.3683, -2.7347, -0.1764], [5.1176, -4.0470, -0.5378], [4.0462, -4.3284, -1.3686], [3.2187, -3.3078, -1.8039], [3.1985, 1.0629, -1.8226], [2.6475, 2.1288, -1.1154], [3.2948, 3.3475, -1.0302], [4.5139, 3.5335, -1.6594], [5.0803, 2.4864, -2.3655], [4.4287, 1.2672, -2.4382], [1.8109, -0.8100, -3.8093], [2.7838, -0.9813, -4.7885], [2.4528, -1.0465, -6.1308], [1.1274, -0.9615, -6.5232], [0.1413, -0.8082, -5.5632], [0.4837, -0.7305, -4.2254], [4.7609, -0.7033, -0.3475], [6.2134, -2.5019, 0.4589], [5.7551, -4.8442, -0.1778], [3.8561, -5.3491, -1.6758], [2.3920, -3.5469, -2.4575], [1.6962, 1.9921, -0.6278], [2.8471, 4.1572, -0.4692], [5.0211, 4.4878, -1.6026], [6.0325, 2.6210, -2.8627], [4.8879, 0.4565, -2.9856], [3.8188, -1.0695, -4.4894], [3.2314, -1.1588, -6.8740], [0.8661, -1.0136, -7.5716], [-0.8971, -0.7416, -5.8573], [-0.2877, -0.6014, -3.4811], [-2.0732, -0.0901, -1.3222], [-3.0552, -0.1442, -1.9653], [-3.9974, -0.2502, -2.7557], [-5.2136, 0.1623, -2.8245], [-6.3079, 0.4944, -2.9786]],
  "forces_ev_per_angstrom": [[0.631, 0.505, 0.940], [-0.146, -0.174, 0.246], [0.525, 0.127, -0.226], [-0.340, -0.093, 0.017], [0.006, 0.334, -0.055], [-0.003, -0.367, 0.668], [-0.306, 0.800, -0.408], [-0.211, 0.071, 0.065], [0.123, -0.161, -0.093], [-0.046, 0.108, 0.020], [-0.095, 0.176, 0.011], [0.414, -0.428, -0.189], [-0.114, -0.046, 0.234], [0.093, 0.278, 0.022], [-0.352, -0.130, -0.188], [0.510, 0.708, 0.610], [-0.052, 0.116, 0.266], [0.065, -0.173, -0.225], [0.044, 0.114, 0.098], [0.047, 0.098, 0.172], [0.232, -0.325, -0.575], [-0.195, -0.052, 0.007], [-0.002, -0.160, 0.021], [0.018, 0.189, 0.162], [-0.258, 0.006, 0.058], [0.066, 0.191, 0.045], [-0.042, -0.107, -0.046], [0.024, -0.096, -0.018], [0.083, -0.082, -0.095], [0.012, 0.038, -0.088], [-0.027, 0.114, -0.045], [0.060, -0.098, -0.029], [0.043, -0.116, -0.071], [0.049, -0.090, -0.067], [0.065, -0.007, 0.045], [0.028, 0.053, 0.059], [-0.050, -0.039, -0.112], [-0.042, -0.993, 0.314], [0.387, -0.400, 1.459], [0.776, 0.547, 0.252], [0.225, -0.071, -1.448], [-1.233, 0.541, -0.123], [0.171, 0.101, -0.088], [0.027, -0.044, 0.000], [0.031, 0.106, 0.026], [-0.077, 0.045, 0.067], [-0.030, 0.037, 0.051], [0.061, 0.052, 0.134], [-0.133, 0.097, -0.042], [0.033, -0.083, -0.212], [-0.076, 0.313, -0.001], [-0.554, -0.171, 0.976], [0.557, -0.198, -0.940], [-0.625, 0.158, 0.444], [0.061, -0.558, -0.471], [-0.091, 0.258, 0.249], [0.076, -0.094, -0.151], [0.056, -0.118, -0.167], [-0.065, -0.403, 0.246], [0.033, -0.165, -0.008], [-0.098, -0.022, -0.065], [-0.031, -0.007, 0.091], [0.143, -0.060, 0.116], [-0.038, -0.018, -0.040], [0.034, -0.142, 0.101], [0.003, -0.007, -0.019], [-0.017, 0.039, -0.045], [-0.137, -0.009, -0.016], [0.091, 0.031, 0.023], [-0.119, -0.062, -0.132], [-0.085, 0.023, -0.084], [0.014, -0.138, -0.097], [0.007, -0.004, 0.123], [-0.091, -0.070, 0.076], [0.024, -0.050, -0.121], [0.225, 0.020, -0.152], [-0.032, 0.072, 0.205], [1.013, 0.005, -1.038], [-0.308, 0.440, -0.116], [0.016, 0.176, 0.028], [0.169, -0.058, 0.108], [0.046, -0.015, 0.003], [-0.025, -0.185, -0.034], [-0.137, -0.026, -0.117], [-0.330, -0.412, 0.170], [0.047, -0.073, -0.152], [-0.028, 0.203, 0.038], [-0.031, 0.059, 0.024], [0.200, 0.013, -0.107], [0.003, -0.158, -0.075], [0.131, -0.074, 0.554], [0.101, -0.005, 0.082], [0.164, -0.039, -0.138], [-0.033, 0.032, -0.051], [-0.135, -0.007, -0.152], [-0.006, -0.056, 0.176], [0.031, 0.165, 0.092], [0.005, 0.031, 0.026], [0.020, -0.017, -0.013], [-0.045, -0.011, 0.001], [-0.099, -0.075, -0.087], [-0.177, 0.052, 0.125], [-0.048, 0.038, 0.048], [0.013, 0.035, 0.022], [0.041, -0.011, -0.011], [0.127, -0.103, -0.099], [0.185, -0.006, -0.041], [0.037, -0.045, -0.037], [-0.019, -0.001, -0.051], [-0.072, -0.002, -0.006], [-0.172, 0.017, 0.105], [-1.092, 0.282, -0.936], [1.068, 0.221, 0.854], [0.065, -0.766, -1.076], [-0.461, 0.340, 0.136], [-0.622, 0.199, -0.025]],
  "homo_ev": -5.5,
  "multiplicity": 1,
  "e_lumo_ev": 2.120,
  "charge": -1,
  "largest_force_ev_per_a": 1.562
}

---

> What is the formula in the first record?

C2H2FO3S